C22H26ClHoNOP | the ωB97M-V functional and the def2-TZVPD basis

Geometry as ORCA input:
```
! wB97M-V def2-TZVPD RIJCOSX def2/J DEFGRID3
* xyz 2 5
Ho 0.4158 -0.6543 -0.0436
Cl 0.4185 1.4584 1.2298
P -0.1139 -0.0580 -2.5992
C -1.4743 -0.8154 -3.5277
C -1.2225 -1.7660 -4.5270
C -2.2851 -2.4937 -5.0789
C -3.5932 -2.2979 -4.6327
C -3.8399 -1.3756 -3.6051
C -2.7938 -0.6403 -3.0444
C -0.2000 1.7569 -2.8203
C 0.6235 2.5747 -2.0342
C 0.3907 3.9438 -1.9595
C -0.6232 4.5152 -2.7224
C -1.3832 3.7265 -3.5832
C -1.1841 2.3468 -3.6212
C 1.4392 -0.5031 -3.4597
C 2.4160 -1.3115 -2.8365
C 3.6663 -1.4546 -3.4392
C 3.9448 -0.8159 -4.6575
C 2.9517 -0.0642 -5.2965
C 1.6918 0.0733 -4.7122
H 1.4055 2.1319 -1.4237
H 0.9911 4.5531 -1.2793
H -0.8069 5.5907 -2.6535
H -2.1641 4.1792 -4.1941
H -1.8034 1.7254 -4.2617
H -0.1972 -1.9582 -4.8539
H -2.0779 -3.2347 -5.8583
H -4.4154 -2.8996 -5.0413
H -4.8529 -1.2368 -3.2348
H -2.9879 0.0680 -2.2341
H 2.1890 -1.8601 -1.9004
H 4.4268 -2.0645 -2.9599
H 4.9402 -0.8957 -5.0944
H 3.1596 0.4176 -6.2546
H 0.9127 0.6534 -5.2076
H -0.1754 -3.4990 -2.8920
H 0.5476 -3.3326 -2.8183
C -1.4305 -4.2278 2.6369
N -0.6705 -3.1466 1.9836
C -1.3307 -1.8549 1.6706
C 0.6324 -3.2354 1.7370
C 1.5230 -4.2894 2.2209
O 1.1605 -2.2773 1.0372
H -2.4857 -3.9431 2.6054
H -1.1065 -4.3234 3.6864
H -1.2798 -5.1851 2.1167
H -0.7618 -0.9989 2.1079
H -1.5389 -1.7490 0.5686
H -2.3036 -1.8465 2.1518
H 1.9239 -4.8825 1.3844
H 2.3738 -3.8475 2.7641
H 1.0203 -4.9768 2.9098
*
```

LUMO energy (spin up / spin down): -7.05 / -6.88 eV
Frontier orbital gap (spin up / spin down): 7.28 / 7.44 eV
Energy above the lowest of the compared OMol25 structures with the same formula, charge and spin: 0.000 eV

natural (NBO) population analysis, charges in e, atoms 1 to 8:
1 Ho 1.95
2 Cl -0.53
3 P 0.63
4 C -0.29
5 C -0.21
6 C -0.20
7 C -0.16
8 C -0.20

C22H26F4N6O2PtS | the ωB97M-V functional and the def2-TZVPD basis

Geometry as ORCA input:
```
! wB97M-V def2-TZVPD RIJCOSX def2/J DEFGRID3
* xyz 2 1
Pt -0.1160 -0.0762 0.0162
C 2.6035 -2.3313 -0.4654
C 1.6656 -2.4030 0.7225
N 0.2129 -2.1434 0.4434
C -0.5944 -2.6278 1.6230
C -0.1236 -2.1648 2.9912
C -0.3162 -2.8867 -0.7611
C -0.1320 -2.0982 -2.0427
N -0.6103 -0.7454 -1.7368
C -0.8731 0.1785 -2.7791
C -1.5766 1.3433 -2.4781
F -1.9587 1.5477 -1.2102
C -1.9022 2.2817 -3.4268
F -2.5769 3.3547 -3.0520
C -1.5300 2.1044 -4.7455
C -0.8282 0.9626 -5.0713
F -0.4377 0.7522 -6.3156
C -0.5020 0.0139 -4.1172
F 0.2019 -1.0380 -4.5149
H 3.6162 -2.4879 -0.0952
H 2.5857 -1.3528 -0.9480
H 2.4134 -3.1093 -1.2050
H 1.9679 -1.6822 1.4764
H 1.7067 -3.3980 1.1734
H -0.5525 -3.7186 1.5803
H -1.6195 -2.3274 1.4232
H 0.7719 -2.6896 3.3201
H -0.9070 -2.3906 3.7165
H 0.0723 -1.0934 3.0194
H -1.3863 -2.9973 -0.5985
H 0.1220 -3.8829 -0.8104
H -0.7075 -2.5629 -2.8395
H 0.8965 -2.0268 -2.3763
H -1.7783 2.8413 -5.4995
C -5.6634 -0.4598 2.9278
C -4.3436 0.1932 3.0761
N -3.9351 0.8715 4.0946
N -2.6829 1.2680 3.7792
C -2.2904 0.8558 2.5823
S -0.7699 1.2796 1.9098
N -3.3360 0.1545 2.1179
N -3.3755 -0.4466 0.8625
H -6.2424 -0.2732 3.8277
H -5.5630 -1.5396 2.8007
H -6.2057 -0.0551 2.0720
H -2.1568 1.8417 4.4212
H -3.8292 0.1795 0.2022
H -3.9220 -1.2964 0.9293
O 1.6845 0.6523 0.8078
C 2.0048 1.4894 -0.1563
O 1.2054 1.6147 -1.1022
C 3.2880 2.1891 -0.0439
C 3.7795 2.8493 -1.1698
C 4.9951 3.5033 -1.0954
C 5.7075 3.5065 0.0973
C 5.2127 2.8552 1.2199
C 4.0035 2.1877 1.1528
H 3.2053 2.8440 -2.0877
H 5.3881 4.0148 -1.9628
H 6.6563 4.0239 0.1525
H 5.7725 2.8721 2.1463
H 3.6051 1.6787 2.0219
*
```

LUMO energy (spin up / spin down): -8.67 / -8.67 eV
Frontier orbital gap (spin up / spin down): 5.48 / 5.49 eV
Energy above the lowest of the compared OMol25 structures with the same formula, charge and spin: 0.290 eV

natural (NBO) population analysis, charges in e, atoms 1 to 8:
1 Pt 1.33
2 C -0.64
3 C -0.24
4 N -0.34
5 C -0.22
6 C -0.65
7 C -0.24
8 C -0.27

C22H26F6IO26PS | the ωB97M-V functional and the def2-TZVPD basis

Geometry as ORCA input:
```
! wB97M-V def2-TZVPD RIJCOSX def2/J DEFGRID3
* xyz 0 1
C -4.2449 -1.6561 -5.2538
C -4.5790 -2.9907 -4.5634
C -3.9982 -3.1934 -3.1743
O -4.9571 -3.9080 -2.3983
O -3.7147 -2.0239 -2.4409
S -3.0749 -2.4884 -1.0212
O -4.0899 -2.6570 -0.0489
O -2.0060 -1.6125 -0.7058
O -2.4503 -3.8696 -1.5691
C -2.6881 -4.0015 -3.0059
I -2.8211 -6.1055 -3.3719
P -1.1527 -3.2872 -3.8419
O -1.4695 -2.3444 -4.9200
O -0.2528 -2.6731 -2.7003
O -0.3072 -4.5193 -4.3749
H -4.9988 -0.9169 -4.9951
H -4.2844 -1.8043 -6.3283
H -3.2802 -1.2689 -4.9620
H -5.6567 -3.0012 -4.4206
H -4.3412 -3.8481 -5.1890
H -5.3184 -4.6082 -2.9472
H -0.1031 -1.7508 -2.9661
H -0.2815 -4.4662 -5.3369
C 1.4512 -1.6075 -0.6494
C 2.1508 -2.0106 -1.9230
O 3.3263 -1.2130 -1.8906
C 3.6129 -0.9760 -0.5756
O 4.6537 -0.5601 -0.1858
O 2.5633 -1.2859 0.2044
F 1.4207 -1.6873 -3.0269
H 0.8315 -0.7143 -0.7766
H 0.8513 -2.4060 -0.2190
H 2.4342 -3.0623 -1.9855
C -3.7847 -1.0028 2.7775
C -3.7116 0.5024 2.7018
O -2.9202 0.8282 3.8352
C -2.1128 -0.2408 4.0857
O -1.1489 -0.1982 4.7768
O -2.5336 -1.3229 3.4046
F -4.9248 1.1014 2.8153
H -4.6041 -1.3495 3.4089
H -3.8621 -1.4631 1.7987
H -3.2120 0.8711 1.8066
C -0.5738 2.6139 2.9795
C 0.5689 3.2593 2.2247
O 0.9609 2.2104 1.3260
C -0.1333 1.4535 1.0907
O -0.2504 0.6325 0.2377
O -1.1008 1.7287 1.9796
F 1.6124 3.5567 3.0350
H -0.2306 2.0180 3.8267
H -1.3381 3.3047 3.3173
H 0.2955 4.1415 1.6555
C -0.7896 6.4981 5.2801
C -0.6548 7.9458 4.8608
O 0.1346 7.8468 3.6859
C -0.1015 6.6309 3.1322
O 0.1996 6.3158 2.0303
O -0.7362 5.8225 4.0165
F 0.0030 8.6851 5.7811
H 0.0518 6.1830 5.8977
H -1.7205 6.2806 5.7956
H -1.5975 8.4382 4.6174
C 3.4814 2.2851 -2.8061
C 2.2052 1.6381 -3.2916
O 1.7832 2.5204 -4.3154
C 2.9009 3.1172 -4.8256
O 2.9410 3.7134 -5.8456
O 3.9576 2.9194 -3.9991
F 1.2571 1.5923 -2.3212
H 3.2794 3.0406 -2.0454
H 4.2092 1.5731 -2.4252
H 2.3351 0.6387 -3.7072
C 4.9625 -2.8998 3.5378
C 6.1248 -2.3579 2.7377
O 6.7998 -3.5424 2.3460
C 5.8734 -4.5399 2.2802
O 6.0393 -5.5842 1.7500
O 4.7282 -4.1603 2.9003
F 6.9555 -1.5995 3.4951
H 5.2387 -3.0626 4.5805
H 4.0774 -2.2715 3.4905
H 5.8400 -1.7937 1.8476
*
```

LUMO energy: -0.56 eV
Frontier orbital gap: 9.99 eV

Löwdin population analysis, charges in e, atoms 1 to 8:
1 C -0.07
2 C -0.14
3 C -0.61
4 O -0.02
5 O -0.08
6 S 0.65
7 O -0.20
8 O -0.21

C22H26FN3O4 | the ωB97M-V functional and the def2-TZVPD basis

Geometry as ORCA input:
```
! wB97M-V def2-TZVPD RIJCOSX def2/J DEFGRID3
* xyz 0 1
C -0.4362 2.9140 4.1683
C -0.6977 3.1833 2.6906
O -0.8619 1.9928 1.9393
C 0.1347 1.0597 1.8763
C -0.3060 -0.2441 1.7082
C 0.5750 -1.3143 1.5855
C 0.0985 -2.6822 1.4123
N -0.8971 -3.1440 0.7696
N -1.6818 -2.3601 -0.0309
C -1.2727 -1.4308 -0.9358
O -0.1434 -1.0091 -1.0494
C -2.4375 -0.9587 -1.8054
N -3.3535 -2.0472 -2.0934
C -4.6531 -1.5927 -2.5629
C -5.5632 -2.8098 -2.7370
O -5.0208 -3.7330 -3.6501
C -3.7474 -4.1599 -3.2264
C -2.7915 -2.9787 -3.0628
C 1.9380 -1.0606 1.6885
C 2.3972 0.2338 1.8230
C 1.5211 1.3108 1.8957
O 1.9342 2.6161 1.9836
C 3.3119 2.9032 1.9976
C 4.0353 2.5837 0.7098
C 5.4189 2.4505 0.7150
C 6.1041 2.1775 -0.4539
C 5.3844 2.0314 -1.6262
F 6.0486 1.7598 -2.7693
C 4.0085 2.1565 -1.6586
C 3.3384 2.4398 -0.4824
H 0.5227 2.4189 4.3011
H -1.2164 2.2756 4.5771
H -0.4237 3.8531 4.7147
H -1.6549 3.6982 2.5658
H 0.0971 3.8068 2.2715
H -1.3733 -0.4025 1.6858
H 0.6727 -3.4542 1.9146
H -2.5831 -2.7837 -0.2341
H -2.0232 -0.4887 -2.7110
H -2.9709 -0.1894 -1.2383
H -5.0832 -0.9181 -1.8196
H -4.5732 -1.0593 -3.5251
H -6.5322 -2.5119 -3.1405
H -5.7073 -3.2933 -1.7584
H -3.3839 -4.8473 -3.9914
H -3.8325 -4.6931 -2.2669
H -1.8237 -3.3317 -2.7013
H -2.6450 -2.4917 -4.0419
H 2.6458 -1.8724 1.6174
H 3.4615 0.4048 1.8455
H 3.3539 3.9849 2.1756
H 3.8054 2.4039 2.8438
H 5.9647 2.5615 1.6409
H 7.1774 2.0725 -0.4649
H 3.4766 2.0309 -2.5877
H 2.2639 2.5385 -0.4920
*
```

Structure (SMILES): CCOc1cc(/C=N\NC(=O)CN2CCOCC2)ccc1OCc1ccc(F)cc1
LUMO energy: 0.77 eV
Frontier orbital gap: 8.82 eV
Energy above the lowest of the compared OMol25 structures with the same formula, charge and spin: 3.608 eV

natural (NBO) population analysis, charges in e, atoms 1 to 8:
1 C -0.64
2 C -0.06
3 O -0.50
4 C 0.26
5 C -0.21
6 C -0.11
7 C 0.09
8 N -0.25